Record 1
14
Properties=species:S:1:pos:R:3:forces:R:3 method="wB97M-V/def2-TZVPD" homo_lumo_gap_ev=8.81 smiles="C=C(C)N.O" energy_ev=-6792.536 e_homo_ha=-0.28374 max_force_ev_per_a=7.6
C -1.12569 0.84295 0.54069 0.368 2.473 -7.223
C -1.77434 0.73230 -0.74290 3.244 0.506 4.500
C -0.99228 1.31565 -1.93050 -2.380 -0.236 1.062
N -2.93958 0.04990 -1.01651 0.241 0.768 4.213
H -1.62076 0.48780 1.31700 -1.799 -1.430 3.831
H -0.28494 1.61696 0.60460 -1.274 -1.576 0.103
H 0.00403 0.97047 -1.68140 0.355 0.632 -0.594
H -1.17219 2.47569 -1.85834 0.565 -2.372 -1.095
H -1.42316 0.65215 -2.74691 0.940 1.843 -0.082
H -3.26302 -0.71696 -0.42339 0.395 0.719 -0.039
H -2.96741 -0.16779 -1.91611 -0.656 -1.326 -4.673
O 5.46445 -2.20854 2.58996 -0.449 0.337 0.347
H 4.94964 -2.34908 3.39787 0.166 0.069 -0.286
H 5.99317 -2.99560 2.49881 0.284 -0.405 -0.062

***

Record 2
8
Properties=species:S:1:pos:R:3:forces:R:3 method="wB97M-V/def2-TZVPD" homo_lumo_gap_ev=10.55 smiles="O=CN(O)O" energy_ev=-8713.867 e_homo_ha=-0.38311 max_force_ev_per_a=5.0
O -0.53744 0.37709 1.84242 0.261 -0.114 -1.550
C 0.20415 0.48313 0.89111 2.651 1.962 1.866
N 0.28319 -0.33776 -0.20825 -4.238 -2.481 -0.680
O -1.20908 -0.84234 -0.56069 2.077 -0.928 2.120
O 0.87252 -0.08412 -1.39224 0.428 0.428 0.709
H 1.18502 1.19399 0.98293 -1.972 -1.322 -0.615
H -1.43425 -1.59620 0.12217 1.091 2.204 -1.686
H 0.63589 0.80621 -1.67746 -0.299 0.252 -0.164

***

Record 3
194
Properties=species:S:1:pos:R:3:forces:R:3 method="wB97M-V/def2-TZVPD" homo_lumo_gap_ev=9.18 energy_ev=-95270.588 e_homo_ha=-0.32323 max_force_ev_per_a=3.5
C 30.62673 -7.89071 -28.28625 -0.405 1.606 0.940
C 30.08143 -9.09790 -27.55194 -0.594 0.764 -0.028
C 28.58299 -9.00115 -27.12593 0.035 1.648 1.857
O 28.35502 -7.66025 -26.60535 0.299 0.321 -0.239
C 27.11616 -7.28276 -25.98483 0.907 -0.534 -0.365
N 30.23880 -10.24590 -28.37676 0.255 -1.522 -0.946
H 31.66376 -8.03776 -28.58797 -0.201 -0.273 -0.476
H 30.66741 -6.99998 -27.65932 -0.004 -0.040 0.461
H 29.94654 -7.53236 -29.05892 0.213 -0.513 -0.601
H 30.76041 -9.30866 -26.72570 -0.572 0.365 0.678
H 28.41921 -9.62746 -26.24899 0.030 -0.701 -0.177
H 27.81507 -9.21777 -27.86854 0.427 -0.174 -0.591
H 26.64909 -8.11223 -25.45386 -0.149 -0.195 -0.076
H 26.43406 -6.84442 -26.71332 -0.209 -0.172 -0.108
H 27.35478 -6.51974 -25.24391 0.088 0.021 -0.042
H 31.23435 -10.41413 -28.40268 0.195 -0.517 0.009
H 30.05316 -9.98463 -29.33456 -0.472 -0.069 -0.326
C 23.82519 -10.51088 -19.74406 -0.276 -1.971 -0.405
C 23.51997 -11.91616 -19.05607 0.403 0.565 -1.438
C 24.61190 -13.06173 -19.28837 -0.648 1.915 -0.766
O 25.93105 -12.57011 -19.01394 -1.567 0.484 0.507
C 26.84000 -13.59287 -19.06760 1.740 -0.839 0.364
N 23.46711 -11.61577 -17.66737 1.062 -0.818 1.656
H 24.82881 -10.22463 -19.42959 -0.018 0.183 -0.232
H 23.09024 -9.79283 -19.38027 0.003 -0.012 0.059
H 23.73925 -10.54944 -20.82998 0.334 0.148 -0.024
H 22.55868 -12.33139 -19.35874 0.054 0.017 -0.361
H 24.63799 -13.33282 -20.34380 -0.392 -0.092 -0.295
H 24.34012 -13.96049 -18.73478 0.165 0.103 0.463
H 27.84748 -13.22166 -18.87972 -0.029 0.463 -0.155
H 26.88598 -14.10466 -20.02887 -0.285 -0.084 -0.271
H 26.72171 -14.33408 -18.27720 -0.518 -0.281 0.089
H 24.44319 -11.37338 -17.57456 0.359 0.196 1.339
H 22.96968 -10.77299 -17.41758 -0.311 0.033 -0.395
C 20.47485 -7.35358 -31.20379 2.004 -0.560 1.611
C 20.61868 -6.05006 -31.93014 -0.366 -1.741 -0.680
C 21.35613 -6.33057 -33.27950 0.910 1.184 0.763
O 22.07146 -5.18247 -33.67198 0.202 0.661 0.761
C 22.65196 -5.35636 -34.90832 -0.656 0.716 -2.365
N 19.28003 -5.66724 -32.20554 -1.757 1.578 -1.535
H 19.74260 -8.03477 -31.63726 0.124 0.089 0.124
H 20.30345 -7.12295 -30.15235 -0.921 -0.176 0.079
H 21.45451 -7.82196 -31.10904 0.170 -0.655 -0.348
H 21.02959 -5.29620 -31.25860 0.725 0.024 -0.525
H 20.67288 -6.63817 -34.07113 -0.437 -0.048 0.036
H 22.19195 -7.03017 -33.27208 -0.579 -1.135 0.795
H 23.43825 -4.63015 -35.11436 -0.086 -0.001 0.334
H 21.86081 -5.21389 -35.64443 -0.209 0.610 -0.465
H 22.97427 -6.32905 -35.27995 0.586 -0.704 1.222
H 18.64726 -5.65111 -31.41850 0.344 0.102 0.395
H 18.87812 -6.34183 -32.84074 -0.168 0.041 -0.198
C 21.62444 -7.74869 -21.49035 -0.166 -0.015 0.768
C 22.24433 -6.46324 -20.85610 0.552 1.464 0.235
C 22.86970 -6.58068 -19.44904 -1.171 0.032 1.680
O 23.24570 -5.30690 -18.76265 0.031 -1.268 -0.325
C 23.26159 -5.36693 -17.28995 -0.209 0.705 -1.485
N 23.25853 -5.94187 -21.76787 0.109 -0.917 -0.663
H 22.25801 -8.63361 -21.55039 0.368 0.122 0.375
H 21.28768 -7.61970 -22.51896 0.129 0.622 -0.011
H 20.74470 -8.09321 -20.94677 -0.043 0.170 0.286
H 21.50038 -5.66720 -20.82498 -0.761 -0.336 0.487
H 23.66296 -7.32823 -19.45141 0.590 0.342 -0.103
H 22.11639 -6.99688 -18.78016 -0.346 -0.305 -0.014
H 23.70907 -4.42901 -16.96106 0.413 -0.094 -0.245
H 23.82355 -6.20293 -16.87354 -0.091 -0.137 -0.219
H 22.25575 -5.28391 -16.87824 -0.273 -0.635 -0.156
H 23.39190 -4.94136 -21.80381 -0.269 0.154 0.635
H 22.88912 -6.17842 -22.67764 0.501 0.215 -0.575
C 26.06914 -4.83771 -22.91788 -0.570 1.125 -0.699
C 26.78975 -5.54855 -21.84212 1.077 0.028 0.019
C 27.23670 -4.57913 -20.71137 0.476 -1.254 -0.297
O 27.97730 -5.39076 -19.82738 0.682 -0.188 1.367
C 28.25022 -4.78254 -18.54163 0.170 -0.663 -1.170
N 26.04537 -6.67374 -21.35744 -0.015 -0.012 0.404
H 26.75195 -4.19764 -23.47663 0.089 0.003 -0.130
H 25.32389 -4.16648 -22.49111 -0.283 0.014 -0.042
H 25.57373 -5.51511 -23.61344 -0.029 -0.064 0.015
H 27.63525 -6.03351 -22.33001 0.892 0.634 0.308
H 26.43074 -4.17929 -20.09601 -0.636 0.339 -0.581
H 27.86462 -3.79099 -21.12689 -0.002 0.337 -0.019
H 27.33982 -4.32606 -18.15318 0.095 0.292 0.083
H 29.09269 -4.10028 -18.65515 -0.243 0.502 0.100
H 28.59495 -5.54719 -17.84552 -0.226 -0.235 -0.201
H 25.07262 -6.40797 -21.41432 -0.616 -0.143 0.499
H 26.34031 -6.75516 -20.39490 -0.249 -0.632 0.320
C 21.25986 -11.94718 -21.68732 -1.262 0.424 0.476
C 20.20904 -11.87989 -22.77968 -0.289 0.154 -2.292
C 20.20167 -10.48435 -23.55207 0.790 -1.548 -1.305
O 19.41615 -10.57673 -24.77541 -0.145 -0.141 0.805
C 19.74569 -9.54078 -25.67001 -0.511 0.691 -0.350
N 20.41267 -13.01965 -23.70563 0.144 0.375 0.135
H 21.08290 -12.84695 -21.09809 0.044 0.044 0.066
H 21.06103 -11.06981 -21.07186 0.406 -0.023 0.468
H 22.31011 -11.94643 -21.97900 -0.158 0.116 -0.505
H 19.17959 -12.04534 -22.46192 0.103 0.229 0.850
H 21.21554 -10.37859 -23.93805 0.548 0.325 0.337
H 19.94194 -9.58858 -22.98796 -0.289 -0.136 0.282
H 19.03461 -9.40668 -26.48517 -0.582 -0.785 0.130
H 20.68890 -9.66590 -26.20179 0.488 -0.074 0.539
H 19.66955 -8.57096 -25.17831 0.606 0.223 0.287
H 19.95463 -12.82277 -24.58400 -0.438 0.053 -0.098
H 21.38308 -13.08848 -23.97705 0.393 0.171 0.098
C 21.80862 -1.69227 -24.90993 0.990 0.260 -1.477
C 22.89938 -2.73163 -25.24256 -0.789 -0.822 -1.295
C 23.19778 -2.97210 -26.78037 -0.142 0.641 0.507
O 22.16051 -3.63125 -27.47786 -0.402 -0.701 0.344
C 22.56432 -4.08736 -28.75237 0.341 0.434 -0.302
N 24.08780 -2.28833 -24.55181 0.432 0.238 0.191
H 21.84053 -1.44142 -23.84966 -0.610 -0.354 0.032
H 20.84207 -1.88044 -25.37734 -0.153 -0.425 0.635
H 22.13342 -0.78146 -25.41294 0.139 0.288 0.037
H 22.61236 -3.72220 -24.88973 -0.327 -0.186 0.132
H 24.09166 -3.58524 -26.89503 0.388 0.028 0.330
H 23.35067 -2.02983 -27.30653 0.381 0.402 0.191
H 21.72045 -4.56813 -29.24717 0.011 0.093 0.169
H 23.43063 -4.74718 -28.79964 -0.158 -0.591 0.859
H 22.94701 -3.27560 -29.37098 -0.478 0.635 -0.207
H 24.81360 -2.99007 -24.52246 0.103 -0.241 -0.329
H 23.79701 -2.21047 -23.58771 0.224 0.346 0.309
C 25.35998 -4.95948 -32.86619 -0.166 -0.324 0.229
C 25.29364 -5.59425 -31.45272 1.640 0.632 -0.662
C 25.77224 -4.58067 -30.31356 0.194 0.791 -1.555
O 27.10784 -3.98868 -30.50994 -1.858 -1.368 0.001
C 28.00120 -4.99575 -30.17361 1.609 -0.928 -0.334
N 23.97881 -6.14027 -31.16774 -0.168 0.880 0.241
H 25.11627 -5.72421 -33.60369 0.014 -0.204 0.020
H 26.34067 -4.57436 -33.14551 -0.006 0.137 0.326
H 24.59672 -4.19375 -33.00466 0.077 0.275 0.216
H 25.96143 -6.45350 -31.51466 0.302 0.055 0.405
H 25.69420 -5.05456 -29.33508 0.137 -0.050 0.145
H 25.16082 -3.67875 -30.34212 -0.479 -0.250 0.071
H 29.01942 -4.79491 -30.50676 0.077 0.849 0.338
H 27.85356 -5.92219 -30.72859 -0.640 -0.306 0.078
H 27.99154 -5.21702 -29.10634 0.064 -0.026 0.173
H 23.79008 -7.01786 -31.63070 0.397 -0.148 -0.290
H 23.34036 -5.47843 -31.58542 -0.645 0.052 0.157
C 19.04368 -4.42943 -27.72266 -0.360 0.221 -1.730
C 19.01356 -5.48933 -26.72562 -0.125 0.172 2.750
C 19.31740 -4.87056 -25.39668 2.132 -1.027 1.412
O 19.16907 -5.83567 -24.36631 -1.199 -0.673 0.870
C 19.19281 -5.27285 -23.08122 -0.017 -0.609 0.673
N 17.77582 -6.19808 -26.59014 -0.685 -1.622 -0.466
H 19.68397 -3.58883 -27.45524 0.143 -0.221 -0.230
H 18.02902 -4.08760 -27.92697 0.086 0.121 -0.251
H 19.44201 -5.04675 -28.52786 -0.125 1.259 -1.165
H 19.81177 -6.18788 -26.97658 -0.120 -0.424 0.346
H 18.77370 -3.94967 -25.18583 -0.082 0.127 -0.068
H 20.39834 -4.81408 -25.26827 0.310 1.885 -0.975
H 20.03276 -4.60151 -22.90264 0.028 0.522 -0.373
H 19.35208 -6.04616 -22.32973 -0.073 -0.439 -0.267
H 18.23425 -4.82772 -22.81453 -0.007 0.495 -0.162
H 17.00901 -5.69801 -26.16349 -0.019 0.996 -0.386
H 17.95769 -6.84139 -25.83305 0.002 -0.722 -0.089
C 21.79309 -12.97049 -27.51414 -0.824 -0.419 -0.921
C 22.23352 -13.94086 -26.42809 -0.168 0.488 -1.716
C 22.97502 -15.14987 -27.04563 -0.151 -0.531 1.304
O 22.10775 -16.12467 -27.60378 1.059 0.616 -3.258
C 22.68838 -16.64961 -28.90884 -1.850 -0.610 1.724
N 23.06680 -13.12035 -25.60907 0.527 -0.592 1.547
H 20.97832 -13.40111 -28.09620 -0.200 0.243 -0.019
H 22.58532 -12.77169 -28.23592 0.392 -0.302 0.019
H 21.53944 -11.97478 -27.15038 -0.425 -0.216 0.384
H 21.41223 -14.32961 -25.82605 -0.244 0.017 -0.159
H 23.43886 -15.71969 -26.24048 0.569 0.372 0.548
H 23.77650 -14.83288 -27.71289 -0.135 0.194 -0.245
H 23.21790 -17.55306 -28.60642 0.236 0.044 -0.385
H 23.28465 -16.02045 -29.56970 0.159 0.627 0.799
H 21.81372 -16.91885 -29.50094 0.005 -0.225 0.118
H 23.67920 -12.52720 -26.15060 0.076 -0.409 -0.098
H 23.59905 -13.78358 -25.06414 0.757 0.330 0.407
O 24.55557 -8.71820 -22.51925 -0.414 -1.215 -0.760
H 25.34805 -8.18229 -22.48774 0.655 0.553 0.453
H 23.87411 -8.16126 -22.14289 0.009 0.293 -0.046
O 26.16695 -8.95052 -30.28632 0.433 0.317 -0.366
H 25.74661 -8.17117 -29.92278 -0.123 0.078 0.238
H 25.81248 -9.67616 -29.77247 -0.376 -0.551 0.124
O 23.05306 -8.22952 -25.95741 -0.098 -0.235 -0.139
H 23.44019 -9.01381 -25.56849 0.124 -0.241 0.347
H 23.27966 -8.28512 -26.88575 0.285 0.282 -0.594
O 23.69667 -7.46305 -28.81221 0.015 -0.924 1.463
H 24.09493 -6.95014 -29.51545 -0.272 0.739 -0.710
H 22.86321 -7.76213 -29.17570 -0.192 -0.012 -0.237
O 25.21950 -11.49216 -26.70171 0.232 0.063 -1.058
H 26.15874 -11.45464 -26.88245 0.330 0.039 0.001
H 25.15417 -11.40010 -25.75118 -0.096 0.370 1.225
O 25.24624 -11.78825 -29.35499 0.004 0.232 -0.822
H 24.93687 -11.73942 -28.45048 -0.263 0.013 0.527
H 26.18567 -11.95520 -29.27864 0.273 -0.192 -0.101
O 22.48934 -6.25787 -24.35933 -0.285 0.797 0.246
H 22.74642 -6.81816 -25.09161 0.329 -0.831 -0.502
H 21.78366 -5.71411 -24.70944 -0.215 0.092 0.007
O 24.94463 -11.17239 -24.10361 0.189 -0.404 -0.164
H 24.28908 -11.78986 -23.77921 -0.312 -0.282 0.016
H 24.77339 -10.36440 -23.61982 -0.028 0.913 0.551

***

Record 4
14
Properties=species:S:1:pos:R:3:forces:R:3 method="wB97M-V/def2-TZVPD" homo_lumo_gap_ev=7.90 energy_ev=-76820.511 e_homo_ha=-0.29318 max_force_ev_per_a=1.0
Br 15.12493 0.32621 -13.48195 0.216 0.539 0.418
C 15.51036 -0.12972 -10.13402 -0.256 0.844 -0.367
C 15.74896 1.28142 -9.73975 -0.250 -0.540 0.750
O 15.98481 1.70791 -8.65921 0.115 0.292 -0.018
N 15.68649 2.29173 -10.88376 0.194 -0.560 -0.284
H 16.15032 1.87214 -11.72548 -0.414 -0.235 -0.137
H 14.71465 2.33999 -11.21687 0.090 0.096 -0.026
C 16.29934 3.57470 -10.51730 -0.147 0.919 -0.198
H 15.64143 -0.80176 -9.29600 0.383 0.043 0.041
H 16.14394 -0.26244 -11.01641 -0.182 -0.751 0.031
H 14.47784 -0.20909 -10.48431 0.115 -0.071 -0.280
H 15.84554 4.00610 -9.63207 0.030 -0.361 0.212
H 16.14166 4.30425 -11.30923 0.090 -0.264 -0.253
H 17.36076 3.41143 -10.36999 0.014 0.050 0.110